Computed, not measured: an isolated ion of composition C6H9N2 and charge +1 in a non-equilibrium geometry, with ωB97M-V with the def2-TZVPD basis set.

Cartesian coordinates (Å):
C (-0.5438, -0.3916, -1.1939)
C (0.1630, 0.6116, -0.7072)
C (0.5167, -0.7949, 1.2631)
C (-0.7292, -1.5681, 0.8920)
C (-1.4778, -0.2033, 0.8619)
C (1.0270, 1.5241, -1.3480)
N (-1.4146, -0.9817, -0.2746)
N (-0.1248, 0.5206, 0.7900)
H (-0.3926, -0.6318, -2.3090)
H (0.9316, -1.1298, 2.2699)
H (1.4245, -1.0598, 0.5633)
H (-0.9883, -2.5175, 1.2664)
H (-2.3753, 0.2491, 1.2870)
H (1.0449, 2.5002, -0.8517)
H (0.7917, 1.4835, -2.4378)
H (2.0497, 1.0094, -1.3663)
H (0.0972, 1.3800, 1.2948)

Computed properties:
**Spin multiplicity**: 3
**E**: -342.98698 hartree
**Charge**: +1
**Lowest unoccupied orbital energy (spin up / spin down)**: -3.11 / -6.77 eV
**HOMO (spin up / spin down)**: -10.0 / -15.1 eV
**⟨S²⟩**: 2.0071

=====

Computed, not measured: an isolated ion of composition C6H9N2 and charge +1 in a non-equilibrium geometry, with ωB97M-V with the def2-TZVPD basis set.

Cartesian coordinates (Å):
C (-0.7959, -0.7462, -0.0128)
C (-0.6921, 0.6921, -0.3252)
C (1.3192, 0.0471, 0.0805)
C (-1.7846, -1.5917, -0.0298)
C (-1.8852, 1.5426, -0.3862)
C (2.7591, 0.1127, 0.3053)
N (0.5522, 1.0885, -0.3366)
N (0.6715, -1.1104, 0.2444)
H (-1.5489, -2.6751, 0.0968)
H (-2.7403, -1.1288, -0.4783)
H (-2.6915, 1.1330, -0.8860)
H (-1.6265, 2.4903, -0.6802)
H (-2.2721, 1.5716, 0.6903)
H (2.9707, 0.6687, 1.2666)
H (3.4094, 0.8292, -0.4129)
H (3.2848, -0.8877, 0.5374)
H (1.0702, -2.0358, 0.3265)

Computed properties:
**Spin multiplicity**: 3
**E**: -343.11728 hartree
**Charge**: +1
**Lowest unoccupied orbital energy (spin up / spin down)**: -3.27 / -8.89 eV
**HOMO (spin up / spin down)**: -11.9 / -15.2 eV
**⟨S²⟩**: 2.0136

=====

Computed, not measured: an isolated ion of composition C6H9N2O and charge +1 in a non-equilibrium geometry, with ωB97M-V with the def2-TZVPD basis set.

Cartesian coordinates (Å):
C (1.3392, 0.6761, -1.0046)
C (0.7645, -0.4878, -1.2948)
C (-1.1410, 0.4329, 0.1316)
C (1.0051, 1.4692, 0.2266)
C (-0.2434, -1.0902, -0.4671)
C (0.0434, -1.6013, 0.9817)
N (-2.3689, 0.3491, 0.0145)
N (-0.3929, 1.4003, 0.5983)
O (-3.2444, -0.4255, -0.2223)
H (1.9289, 1.2450, -1.6369)
H (1.1008, -0.9656, -2.2027)
H (1.7202, 1.2870, 1.0782)
H (1.1594, 2.5095, 0.0233)
H (-1.0602, -1.5807, -0.9520)
H (0.8579, -1.0856, 1.3381)
H (0.3122, -2.7338, 0.8271)
H (-0.8629, -1.6137, 1.6197)
H (-0.9179, 2.2152, 0.9412)

Computed properties:
**E**: -418.32006 hartree
**Charge**: +1
**Lowest unoccupied orbital energy (spin up / spin down)**: -6.53 / -6.91 eV
**HOMO (spin up / spin down)**: -14.1 / -13.7 eV
**SMILES**: C[C@@H]1C=CC[NH+]=C1N=O

=====

Computed, not measured: an isolated ion of composition C6H9N2O and charge +1 in a non-equilibrium geometry, with ωB97M-V with the def2-TZVPD basis set.

Cartesian coordinates (Å):
C (2.2440, -1.0798, -0.0616)
C (1.9976, 1.1764, 0.0831)
C (-2.1086, 0.0045, 0.0037)
C (-1.1099, -0.1722, 1.0591)
C (-1.0576, -0.3539, -1.0566)
C (-0.0099, -0.3284, 0.0041)
N (2.8215, 0.1039, -0.0962)
N (0.6807, 1.0619, 0.0098)
O (0.9879, -1.3315, 0.0309)
H (2.6983, -2.1144, -0.0136)
H (2.4854, 2.1571, 0.2174)
H (-3.0469, -0.4847, 0.0628)
H (-2.3397, 1.0642, -0.2172)
H (-0.8070, 0.4667, 1.9777)
H (-1.1545, -1.2188, 1.6266)
H (-1.2762, -1.1886, -1.6737)
H (-0.9559, 0.4749, -1.7562)
H (-0.0491, 1.7627, -0.2003)

Computed properties:
**E**: -418.43794 hartree
**Charge**: +1
**Lowest unoccupied orbital energy**: -5.20 eV
**HOMO**: -14.9 eV
**SMILES**: C1=NC=[NH+]C2(CCC2)O1